<a>
Here is an isolated molecule of C6H11NO from the OMol25 dataset. Energies are from ωB97M-V/def2-TZVPD.

Calculated values
- SMILES = C=CC[C@H](C=O)NC
- multiplicity = 1

The geometry in XYZ format:
```
19
Properties=species:S:1:pos:R:3:lowdin_charge:R:1
C -2.93122 1.21187 0.71055 -0.001
C -1.93157 0.40003 0.42179 -0.174
C -0.77805 0.80155 -0.47613 -0.160
C 0.54193 0.16900 -0.02501 -0.369
C 1.67365 0.86325 -0.76471 -0.239
O 2.24488 1.82313 -0.32231 0.068
N 0.51281 -1.27192 -0.13540 -0.088
C 1.72598 -1.91273 0.38389 -0.110
H -2.97464 2.20536 0.27985 0.060
H -3.73745 0.89527 1.35319 0.049
H -1.77152 -0.57926 0.84842 0.094
H -0.65238 1.88036 -0.49598 0.117
H -0.98956 0.51649 -1.50838 0.121
H 0.68596 0.39011 1.03099 0.150
H 1.94629 0.46491 -1.76913 0.134
H 0.34258 -1.60432 -1.07817 0.113
H 2.60300 -1.71829 -0.24282 0.074
H 1.91804 -1.54952 1.39409 0.087
H 1.57126 -2.98530 0.39527 0.075
```

<b>
Here is a cluster of 2 separate species, C6H11NO in total from the OMol25 dataset. Energies are from ωB97M-V/def2-TZVPD.

Calculated values
- SMILES = [H]/N=C(\C)C=O.C=CC
- multiplicity = 1

The geometry in XYZ format:
```
19
Properties=species:S:1:pos:R:3:lowdin_charge:R:1
H 0.41827 -2.80624 0.13686 0.051
N 0.76276 -1.95422 0.57926 0.120
C -0.10881 -0.96399 0.49454 -0.487
C -1.53818 -1.19489 0.04259 -0.047
C 0.06145 -0.23401 1.79264 -0.191
O 1.02290 0.47681 2.02354 0.027
H -1.53657 -1.66080 -0.94514 0.088
H -2.03525 -1.87569 0.73257 0.084
H -2.10749 -0.26147 0.00070 0.075
H -0.71469 -0.40263 2.55198 0.141
C 1.75689 0.98986 -0.03000 0.026
C 0.70503 0.56500 -0.81880 -0.279
C -0.32181 1.58219 -1.26320 -0.104
H 2.62625 0.36206 0.10003 0.083
H 1.83149 2.01255 0.31219 0.085
H 0.94210 -0.18558 -1.56462 0.114
H 0.08539 2.24745 -2.02606 0.074
H -0.64930 2.20105 -0.42549 0.080
H -1.20043 1.10255 -1.69359 0.059
```

<c>
Here is a cluster of 2 separate species, C6H11NO in total from the OMol25 dataset. Energies are from ωB97M-V/def2-TZVPD.

Calculated values
- SMILES = C#CC(C)=O.CCN
- multiplicity = 1

The geometry in XYZ format:
```
19
Properties=species:S:1:pos:R:3:lowdin_charge:R:1
C 1.88101 0.47009 -1.73106 0.163
C 1.88876 0.51622 -0.53054 -0.051
C 1.85900 0.50708 0.91069 -0.479
C 2.57343 1.67826 1.53165 -0.014
O 1.32261 -0.37422 1.53938 0.091
H 1.85609 0.45910 -2.78303 0.035
H 2.02290 2.59104 1.30258 0.093
H 2.63654 1.55060 2.60943 0.086
H 3.57071 1.77793 1.10524 0.090
C -2.53917 -1.39238 -1.30330 -0.124
C -1.83565 -0.35670 -0.43069 -0.357
N -1.57706 -1.03223 0.84600 -0.025
H -1.82415 -2.26825 -1.20317 0.088
H -3.47596 -1.70275 -0.83656 0.064
H -2.73405 -0.99136 -2.29405 0.059
H -0.91554 0.00331 -0.91769 0.076
H -2.50189 0.49296 -0.25687 0.102
H -0.71563 -1.57231 0.84927 0.053
H -1.49195 -0.35638 1.59270 0.052
```

Most stable structure, least stable structure: <a>, <b>.

<a>
Here is an isolated molecule of CHN3O3 from the OMol25 dataset. Energies are from ωB97M-V/def2-TZVPD.

Calculated values
- SMILES = O=C=NN[N+](=O)[O-]
- multiplicity = 1

The geometry in XYZ format:
```
8
Properties=species:S:1:pos:R:3:lowdin_charge:R:1
O 2.94685 -0.44876 -0.28610 0.216
C 1.92616 -0.03597 0.01092 -0.297
N 0.96979 0.62481 0.35238 0.130
N -0.38694 0.60829 0.15666 0.037
N -1.25395 -0.51252 -0.01337 -0.394
O -0.87074 -1.65429 -0.13209 0.106
O -2.37435 -0.02827 -0.15541 0.040
H -0.95682 1.44672 0.06701 0.162
```

<b>
Here is an isolated molecule of CHN3O3 from the OMol25 dataset. Energies are from ωB97M-V/def2-TZVPD.

Calculated values
- multiplicity = 1

The geometry in XYZ format:
```
8
Properties=species:S:1:pos:R:3:lowdin_charge:R:1
C 0.56832 1.16203 -0.20209 0.080
N 1.05558 -0.30214 -0.72411 0.186
N 0.13289 2.08726 0.33304 -0.170
N 0.28921 -1.20456 -0.40006 -0.433
O -0.24006 3.12720 0.73741 0.046
O -0.85095 -0.85178 0.35533 0.073
O 0.40862 -2.36502 -0.66540 0.082
H -1.36361 -1.65299 0.56587 0.136
```

Most stable structure, least stable structure: <a>, <b>.

<a>
Here is an isolated molecule of C4H6O from the OMol25 dataset. Energies are from ωB97M-V/def2-TZVPD.

Calculated values
- SMILES = C=C1C[C@@H]1O
- multiplicity = 1

The geometry in XYZ format:
```
11
Properties=species:S:1:pos:R:3:lowdin_charge:R:1
C 1.10986 1.26823 0.90447 0.058
C 0.34404 0.42953 0.20700 -0.240
C 0.17939 -1.02617 -0.10742 -0.024
C -0.98314 -0.03754 -0.25963 -0.327
O -1.37158 0.37121 -1.53955 -0.044
H 1.07957 2.29828 1.16502 0.039
H 2.04698 0.75195 1.22831 0.071
H 0.54894 -1.30463 -1.06348 0.100
H 0.16083 -1.79011 0.61010 0.087
H -1.82182 0.04680 0.47879 0.154
H -1.47511 1.36311 -1.60431 0.126
```

<b>
Here is an isolated molecule of C4H6O from the OMol25 dataset. Energies are from ωB97M-V/def2-TZVPD.

Calculated values
- SMILES = O=C1CCC1
- multiplicity = 1

The geometry in XYZ format:
```
11
Properties=species:S:1:pos:R:3:lowdin_charge:R:1
O 1.33671 -1.91073 0.71181 0.087
C 0.67798 -0.95198 0.39526 -0.401
C -0.05195 -0.57527 -0.90857 -0.091
C -0.65298 0.67106 -0.22083 -0.198
C 0.19161 0.31769 1.05346 -0.077
H 0.62554 -0.34155 -1.73615 0.118
H -0.80521 -1.29209 -1.22954 0.116
H -1.71151 0.87769 -0.13003 0.101
H -0.20405 1.58501 -0.71081 0.106
H -0.00345 0.44002 2.12359 0.113
H 0.62980 1.24298 0.55221 0.126
```

Most stable structure, least stable structure: <b>, <a>.

<a>
Here is an isolated molecule of C4H6O from the OMol25 dataset. Energies are from ωB97M-V/def2-TZVPD.

Calculated values
- SMILES = C#CCCO
- multiplicity = 1

The geometry in XYZ format:
```
11
Properties=species:S:1:pos:R:3:lowdin_charge:R:1
C -1.82342 -0.69336 0.35287 0.113
C -0.70573 -0.69431 0.79954 -0.135
C 0.69074 -0.33849 0.74027 -0.197
C 0.88934 0.44638 -0.54612 -0.233
O -0.24055 1.29600 -0.86206 -0.109
H -2.85247 -0.86828 0.27680 0.022
H 1.29746 -1.24162 0.76646 0.116
H 0.94407 0.27614 1.60320 0.117
H 1.08028 -0.16386 -1.42776 0.118
H 1.68518 1.17484 -0.41272 0.115
H -0.96490 0.80657 -1.29048 0.071
```

<b>
Here is a structure of composition C4H6O from the OMol25 dataset. Energies are from ωB97M-V/def2-TZVPD.

Calculated values
- multiplicity = 1

The geometry in XYZ format:
```
11
Properties=species:S:1:pos:R:3:lowdin_charge:R:1
C 0.50400 -1.16501 0.19040 -0.015
C -0.78166 -1.57339 0.07103 -0.103
C 0.04865 0.17700 -0.43166 -0.425
C 0.28891 1.34362 0.32592 -0.090
O -1.27113 -0.39290 -0.42637 -0.063
H 1.52584 -1.54033 0.18675 0.091
H -1.51012 -2.34285 0.30925 0.119
H 0.45398 0.46664 -1.72224 0.225
H 1.22904 1.83910 0.14403 0.096
H -0.03022 1.06294 1.25575 0.063
H -0.45729 2.12517 0.09713 0.102
```

<c>
Here is an isolated molecule of C4H6O from the OMol25 dataset. Energies are from ωB97M-V/def2-TZVPD.

Calculated values
- SMILES = C=C(C)C=O
- multiplicity = 1

The geometry in XYZ format:
```
11
Properties=species:S:1:pos:R:3:lowdin_charge:R:1
C -0.01010 1.49820 -0.02652 0.058
C -0.04345 0.18406 -0.13350 -0.384
C 1.14490 -0.71612 -0.13937 -0.095
C -1.39176 -0.48431 0.08014 -0.225
O -2.51605 -0.06959 -0.21735 0.023
H -0.98377 2.05782 0.18949 0.104
H 0.93512 2.04081 -0.02828 0.070
H 0.94594 -1.74436 -0.68410 0.107
H 2.04389 -0.16470 -0.54717 0.091
H 1.20240 -1.06894 0.99217 0.121
H -1.32711 -1.53288 0.51448 0.128
```

<d>
Here is an isolated molecule of C4H6O from the OMol25 dataset. Energies are from ωB97M-V/def2-TZVPD.

Calculated values
- SMILES = C/C=C/C=O
- multiplicity = 1

The geometry in XYZ format:
```
11
Properties=species:S:1:pos:R:3:lowdin_charge:R:1
C 0.87984 0.93970 1.22313 -0.088
C -0.00981 -0.08300 0.46998 -0.115
C -0.05859 -0.17101 -0.89147 -0.066
C -1.04214 -1.16582 -1.37397 -0.263
O -1.58872 -1.15772 -2.49848 0.001
H 0.34308 1.70931 1.77906 0.070
H 1.59405 0.39747 1.81290 0.060
H 1.46618 1.53840 0.47868 0.081
H -0.64004 -0.68338 1.14029 0.106
H 0.33678 0.59731 -1.52437 0.106
H -1.28064 -1.92128 -0.61574 0.108
```

Most stable structure, least stable structure: <d>, <b>.

<a>
Here is an isolated molecule of C4H6O from the OMol25 dataset. Energies are from ωB97M-V/def2-TZVPD.

Calculated values
- SMILES = C=C/C=C/O
- multiplicity = 1

The geometry in XYZ format:
```
11
Properties=species:S:1:pos:R:3:lowdin_charge:R:1
C -0.89553 1.47647 0.78087 -0.022
C -0.40184 1.14543 -0.43761 -0.197
C 0.61618 0.05974 -0.61903 -0.083
C 0.32108 -1.23563 -0.20324 -0.210
O 1.30616 -2.13947 -0.26776 -0.004
H -1.89651 1.93872 0.88615 0.049
H -0.39104 1.24434 1.78336 0.079
H -0.49740 1.78863 -1.31395 0.090
H 1.45866 0.00912 -1.17149 0.060
H -0.68216 -1.58847 0.06562 0.124
H 1.06240 -2.69886 0.49710 0.115
```

<b>
Here is an isolated molecule of C4H6O from the OMol25 dataset. Energies are from ωB97M-V/def2-TZVPD.

Calculated values
- SMILES = O=C1CCC1
- multiplicity = 1

The geometry in XYZ format:
```
11
Properties=species:S:1:pos:R:3:lowdin_charge:R:1
O -2.35361 0.04683 -0.09377 0.100
C -1.15373 0.02153 -0.07324 -0.404
C -0.06781 1.09854 -0.14711 -0.093
C 0.97913 -0.01139 0.12852 -0.169
C -0.12397 -1.09652 0.07726 -0.096
H -0.00300 1.56262 -1.13766 0.117
H -0.16031 1.88971 0.60209 0.114
H 1.46181 0.06873 1.10421 0.102
H 1.75041 -0.10940 -0.63544 0.099
H -0.24673 -1.71474 0.96813 0.114
H -0.08219 -1.75592 -0.79299 0.116
```

<c>
Here is an isolated molecule of C4H6O from the OMol25 dataset. Energies are from ωB97M-V/def2-TZVPD.

Calculated values
- SMILES = COC1=CC1
- multiplicity = 1

The geometry in XYZ format:
```
11
Properties=species:S:1:pos:R:3:lowdin_charge:R:1
C -1.85759 0.15400 -0.00045 -0.027
O -0.80099 -0.84050 0.06095 -0.014
C 0.37096 -0.28141 -0.05343 -0.393
C 1.21877 0.76866 -0.00457 0.022
C 1.76360 -0.64054 0.04240 -0.130
H -1.40416 1.09248 -0.47909 0.123
H -2.25757 0.32403 0.97553 0.080
H -2.72960 -0.14007 -0.50713 0.064
H 1.40136 1.81039 -0.39388 0.103
H 2.18480 -1.20409 -0.72256 0.055
H 2.11042 -1.04296 1.08223 0.114
```

<d>
Here is an isolated molecule of C4H6O from the OMol25 dataset. Energies are from ωB97M-V/def2-TZVPD.

Calculated values
- SMILES = O=CC1CC1
- multiplicity = 1

The geometry in XYZ format:
```
11
Properties=species:S:1:pos:R:3:lowdin_charge:R:1
O -2.65551 -0.04017 -0.22337 0.022
C -1.55487 0.03832 0.30718 -0.240
C -0.31198 -0.10814 -0.49551 -0.231
C 0.96156 -0.71912 0.09734 -0.122
C 0.87976 0.74388 -0.04679 -0.134
H -1.51535 0.15296 1.43585 0.140
H -0.49124 -0.17814 -1.54702 0.130
H 1.59163 -1.28572 -0.63028 0.118
H 0.79888 -1.18423 1.08868 0.112
H 0.86602 1.38495 0.85447 0.115
H 1.43110 1.19543 -0.84056 0.091
```

Most stable structure, least stable structure: <b>, <c>.

<a>
Here is an isolated molecule of C4H6O from the OMol25 dataset. Energies are from ωB97M-V/def2-TZVPD.

Calculated values
- SMILES = C=CC(C)=O
- multiplicity = 1

The geometry in XYZ format:
```
11
Properties=species:S:1:pos:R:3:lowdin_charge:R:1
C -0.09980 -1.85209 -0.79367 0.066
C -0.53855 -0.72328 -0.13823 -0.123
C 0.49827 0.19697 0.28160 -0.527
C 0.11592 1.64852 0.48936 -0.048
O 1.64766 -0.21581 0.46892 0.028
H 1.02692 -2.02760 -0.81906 0.101
H -0.89324 -2.49662 -1.17237 0.058
H -1.59892 -0.44714 -0.04885 0.104
H 1.02297 2.29383 0.25375 0.093
H -0.34294 1.74401 1.64782 0.149
H -0.83830 1.87922 -0.16928 0.099
```

<b>
Here is an isolated molecule of C4H6O from the OMol25 dataset. Energies are from ωB97M-V/def2-TZVPD.

Calculated values
- SMILES = C/C=C1/CO1
- multiplicity = 1

The geometry in XYZ format:
```
11
Properties=species:S:1:pos:R:3:lowdin_charge:R:1
C 1.90817 -0.54992 -0.08754 -0.106
C 0.73175 0.43372 -0.21389 -0.047
C -0.82285 0.18223 -0.04374 -0.181
C -2.23249 0.39354 0.19828 -0.076
O -1.61137 -0.86650 0.21491 0.012
H 2.45340 -0.89789 -0.93095 0.059
H 1.54032 -1.39538 0.38061 0.047
H 2.55821 0.06413 0.42741 0.040
H 0.82218 1.52971 -0.38508 0.066
H -2.50198 0.66764 1.12165 0.073
H -2.84535 0.43873 -0.68167 0.113
```

Most stable structure, least stable structure: <a>, <b>.